No. 1
Density functional theory data (ωB97M-V/def2-TZVPD) for a cluster of 14 separate species, H27O14 in total.

Last column: Löwdin charge in e.
CARTESIAN COORDINATES (ANGSTROEM)
O (2.95, -2.39, 3.47)  -0.07
H (2.71, -2.42, 2.55)  -0.02
O (-3.59, 0.46, -2.21)  -0.03
H (-2.29, 0.00, -3.84)  0.00
H (-0.37, 1.45, 1.46)  0.05
O (1.38, -4.57, -1.54)  -0.06
H (-0.49, 0.73, 2.88)  0.00
H (0.31, 0.97, -0.08)  0.02
O (0.97, 1.42, -0.77)  -0.14
H (-0.34, -3.27, 0.67)  0.07
H (1.50, 0.59, -0.85)  0.06
O (-0.56, -2.71, -0.13)  -0.12
H (-0.84, -0.09, 0.62)  -0.04
H (-2.06, 3.18, -2.10)  0.02
O (-2.56, 3.46, -2.86)  -0.06
H (-2.16, -1.32, -4.72)  0.02
H (-2.25, -3.28, 1.26)  0.00
O (0.07, -0.29, 0.83)  -0.37
H (2.30, 2.19, -0.18)  -0.01
H (-2.48, 2.80, -3.57)  0.05
O (-0.63, 1.56, 2.45)  -0.12
H (0.85, -4.87, -0.81)  0.00
H (1.96, -1.10, 0.63)  0.03
O (3.24, 2.51, 0.07)  -0.14
H (3.12, 3.36, 0.57)  0.03
H (1.83, -3.73, -1.36)  0.02
O (0.88, 4.27, -1.29)  -0.05
H (0.51, 5.13, -1.19)  0.02
H (0.88, 3.70, -0.53)  0.00
O (-3.18, -3.02, 1.24)  -0.06
H (-0.60, -1.84, 0.39)  0.01
H (1.15, -2.05, 0.15)  -0.02
O (-2.16, -0.37, -4.73)  -0.07
H (1.62, 2.46, 4.51)  0.07
H (-3.03, -2.13, 0.95)  0.01
O (2.10, -2.05, 0.40)  -0.10
H (-3.21, 1.21, -1.76)  0.02
H (2.35, -1.74, 3.86)  0.03
O (1.43, 1.51, 4.82)  -0.10
H (-4.43, 0.48, -1.76)  0.04
H (0.65, 1.43, 4.26)  -0.01

Output
2S+1: 1
ΔE to the lowest compared entry with this formula, charge and spin, kJ/mol: 346.6
HOMO-LUMO gap, eV: 9.17
E_tot, Eh: -1069.55504
Total charge: -1
Largest force on an atom, eV Å⁻¹: 3.29



No. 2
Density functional theory data (ωB97M-V/def2-TZVPD) for a cluster of 2 separate species, C2BrClFN in total.

Last column: Löwdin charge in e.
CARTESIAN COORDINATES (ANGSTROEM)
C (1.25, -1.45, 0.76)  -0.86
C (-0.81, 1.01, -0.72)  -0.67
N (2.38, -1.59, 0.74)  0.08
F (-2.10, 0.93, -0.89)  -0.06
Cl (-0.23, 2.55, -0.89)  0.69
Br (-0.50, -1.46, 1.00)  0.82

Output
2S+1: 1
ΔE to the lowest compared entry with this formula, charge and spin, kJ/mol: 262.9
HOMO-LUMO gap, eV: 9.15
E_tot, Eh: -3264.89828
Largest force on an atom, eV Å⁻¹: 1.85



No. 3
Density functional theory data (ωB97M-V/def2-TZVPD) for a structure of composition C10H28NiOP2.

Last column: Mulliken spin population.
CARTESIAN COORDINATES (ANGSTROEM)
Ni (0.21, 0.88, -0.36)  0.93
H (-2.15, 1.17, -1.93)  0.07
H (-1.46, 1.50, -1.79)  -0.02
P (2.02, 2.26, -0.96)  -0.07
C (2.20, 3.63, 0.17)  0.08
H (2.88, 4.40, -0.22)  0.01
H (1.23, 4.11, 0.33)  0.00
H (2.60, 3.26, 1.12)  -0.04
C (3.63, 1.84, -1.68)  0.04
H (3.50, 1.17, -2.54)  0.00
H (4.17, 2.73, -2.03)  0.01
H (4.24, 1.34, -0.91)  -0.02
C (1.00, 2.70, -2.41)  0.05
H (0.01, 3.03, -2.06)  0.00
H (1.44, 3.52, -3.00)  0.01
H (0.89, 1.81, -3.04)  -0.01
C (-0.16, 1.80, 1.09)  0.36
O (-0.34, 2.13, 2.20)  0.07
H (0.06, -0.26, -1.39)  0.27
H (1.83, 0.94, -0.27)  0.27
C (0.12, -3.08, -1.19)  0.01
C (-1.12, -2.33, -0.70)  0.03
P (-0.80, -0.88, 0.38)  -0.27
C (-2.46, -0.40, 1.03)  0.02
C (-3.39, -1.46, 1.63)  0.02
C (-0.04, -1.59, 1.91)  0.07
C (-0.61, -2.85, 2.58)  0.01
H (0.71, -2.45, -1.86)  0.02
H (-0.17, -4.00, -1.74)  0.00
H (0.77, -3.40, -0.37)  0.00
H (-1.67, -1.90, -1.55)  -0.01
H (-1.81, -2.99, -0.15)  0.00
H (-2.26, 0.39, 1.75)  0.00
H (-2.93, 0.07, 0.15)  0.00
H (-3.09, -1.74, 2.64)  0.00
H (-4.40, -1.05, 1.73)  0.00
H (-3.45, -2.34, 0.99)  0.00
H (1.00, -1.74, 1.59)  0.04
H (-0.01, -0.74, 2.60)  0.05
H (-0.82, -3.63, 1.84)  0.00
H (0.13, -3.25, 3.28)  0.00
H (-1.51, -2.62, 3.15)  0.00

Output
2S+1: 3
ΔE to the lowest compared entry with this formula, charge and spin, kJ/mol: 57.7
HOMO-LUMO gap (spin up / spin down), eV: 4.28 / 8.59
E_tot, Eh: -2663.83828
Largest force on an atom, eV Å⁻¹: 1.96



No. 4
Density functional theory data (ωB97M-V/def2-TZVPD) for a structure of composition C34H57DyN3O3Si.

Last column: Mulliken spin population.
CARTESIAN COORDINATES (ANGSTROEM)
O (-0.85, 0.09, -1.88)  0.09
O (2.81, 2.07, -5.13)  0.00
C (-0.96, -0.96, -2.91)  0.00
C (-2.39, -1.31, -3.22)  0.00
H (-0.42, -1.81, -2.49)  0.00
H (-0.42, -0.58, -3.79)  0.00
H (-2.92, -1.65, -2.34)  0.00
H (-2.42, -2.13, -3.95)  0.00
H (-2.93, -0.47, -3.65)  0.00
C (-1.52, 1.37, -2.14)  0.00
C (-1.23, 1.92, -3.52)  0.00
H (-1.17, 2.06, -1.37)  0.00
H (-2.60, 1.22, -1.98)  0.00
H (-0.15, 2.05, -3.68)  0.00
H (-1.70, 2.91, -3.61)  0.00
H (-1.63, 1.27, -4.30)  0.00
C (3.74, 3.14, -4.88)  0.00
C (2.50, 1.82, -6.51)  0.00
C (3.05, 4.40, -4.37)  0.00
H (4.32, 3.38, -5.79)  0.00
H (4.42, 2.75, -4.11)  0.00
H (2.33, 4.77, -5.11)  0.00
H (3.80, 5.17, -4.21)  0.00
H (2.54, 4.21, -3.43)  0.00
C (1.88, 3.00, -7.24)  0.00
H (1.79, 0.98, -6.49)  0.00
H (3.42, 1.51, -7.03)  0.00
H (1.02, 3.42, -6.71)  0.00
H (1.53, 2.67, -8.22)  0.00
H (2.62, 3.80, -7.41)  0.00
H (3.31, 0.36, -3.60)  0.00
N (-1.84, 0.37, 1.42)  -0.01
C (-1.69, 0.66, 2.73)  -0.01
C (-0.44, 0.84, 3.34)  0.00
C (0.81, 1.11, 2.74)  0.00
C (-2.93, 0.78, 3.59)  0.00
H (-3.74, 0.12, 3.25)  0.00
H (-3.32, 1.81, 3.60)  0.00
H (-2.67, 0.51, 4.62)  0.00
C (1.91, 1.59, 3.64)  0.00
H (2.31, 2.55, 3.27)  0.00
H (2.74, 0.88, 3.73)  0.00
H (1.50, 1.75, 4.64)  0.00
N (1.06, 1.01, 1.43)  0.00
C (-3.12, 0.46, 0.80)  0.00
C (-3.76, -0.71, 0.35)  0.01
C (-3.17, -2.08, 0.52)  0.01
C (-4.99, -0.61, -0.28)  0.00
H (-5.44, -1.54, -0.64)  0.00
C (-5.61, 0.63, -0.45)  0.00
H (-6.59, 0.68, -0.92)  0.00
C (-4.97, 1.78, 0.02)  0.00
H (-5.45, 2.76, -0.10)  0.00
C (-3.72, 1.72, 0.62)  0.00
C (-3.01, 2.96, 1.08)  0.00
C (2.25, 1.57, 0.82)  0.00
C (3.44, 0.82, 0.78)  0.00
C (3.47, -0.60, 1.27)  -0.01
C (4.60, 1.43, 0.31)  0.00
H (5.53, 0.85, 0.32)  0.00
C (4.58, 2.74, -0.16)  0.00
H (5.50, 3.21, -0.54)  0.00
C (3.39, 3.46, -0.14)  0.00
H (3.36, 4.49, -0.50)  0.00
C (2.22, 2.89, 0.36)  0.00
C (0.94, 3.68, 0.41)  0.00
Dy (-0.13, -0.43, 0.19)  4.92
H (-2.95, -2.53, -0.45)  0.00
H (-3.92, -2.74, 0.99)  0.00
H (-2.27, -2.11, 1.14)  0.00
H (-1.92, 2.85, 1.11)  0.00
H (-3.33, 3.30, 2.08)  0.00
H (-3.23, 3.79, 0.38)  0.00
H (4.45, -1.03, 1.03)  0.00
H (2.70, -1.26, 0.85)  0.01
H (3.36, -0.64, 2.37)  0.00
H (0.45, 3.62, 1.39)  0.00
H (0.21, 3.36, -0.35)  0.00
H (1.16, 4.73, 0.21)  0.00
H (-0.45, 0.95, 4.42)  0.00
C (4.08, -0.09, -2.94)  0.00
Si (5.27, -1.24, -3.85)  0.00
H (4.63, 0.75, -2.49)  0.00
H (3.56, -0.61, -2.13)  0.00
C (4.28, -2.23, -5.10)  0.00
C (6.14, -2.41, -2.65)  0.00
C (6.61, -0.27, -4.74)  0.00
H (7.31, -0.95, -5.25)  0.00
H (7.20, 0.34, -4.04)  0.00
H (6.18, 0.41, -5.49)  0.00
H (3.64, -2.97, -4.59)  0.00
H (4.94, -2.78, -5.78)  0.00
H (3.64, -1.57, -5.70)  0.00
H (5.43, -2.85, -1.93)  0.00
H (6.91, -1.88, -2.07)  0.00
H (6.62, -3.23, -3.19)  0.00
O (0.57, -3.56, 3.24)  0.00
C (0.38, -2.98, 2.21)  -0.01
N (0.22, -2.37, 1.17)  0.00

Output
2S+1: 6
ΔE to the lowest compared entry with this formula, charge and spin, kJ/mol: 0.0
HOMO-LUMO gap (spin up / spin down), eV: 8.47 / 8.57
E_tot, Eh: -2894.19924
Total charge: +1
Largest force on an atom, eV Å⁻¹: 1.95



No. 5
Density functional theory data (ωB97M-V/def2-TZVPD) for a structure of composition C25H21BF3N4O7PbS.

Last column: Mulliken spin population.
CARTESIAN COORDINATES (ANGSTROEM)
Pb (0.45, 0.19, -1.26)  0.01
O (-0.73, 1.27, 3.61)  0.00
C (-0.38, 0.78, 2.57)  0.00
O (-0.70, 1.30, 1.35)  0.00
C (0.51, -0.46, 2.50)  0.00
C (0.80, -1.12, 3.66)  0.00
C (1.58, -2.27, 3.58)  0.00
C (2.02, -2.69, 2.34)  0.00
C (1.67, -1.95, 1.22)  0.00
N (0.93, -0.85, 1.31)  0.00
C (2.13, -2.44, -0.15)  -0.01
O (2.77, -3.49, -0.18)  0.01
O (1.81, -1.72, -1.15)  0.00
H (0.42, -0.74, 4.60)  0.00
H (1.83, -2.83, 4.48)  0.00
H (2.61, -3.58, 2.20)  0.00
F (0.74, -6.14, 0.33)  0.00
C (0.65, -5.59, -0.92)  -0.07
C (-0.18, -4.50, -1.09)  0.19
C (-0.19, -3.85, -2.34)  0.02
C (-0.87, -2.64, -2.52)  0.26
O (-1.68, -2.30, -1.45)  0.00
C (-0.82, -1.96, -3.74)  -0.11
C (-0.19, -2.56, -4.78)  0.34
N (0.44, -3.80, -4.66)  0.09
C (1.14, -4.35, -5.78)  0.02
C (0.64, -5.64, -6.36)  0.01
C (0.45, -4.35, -7.10)  0.00
C (0.55, -4.40, -3.41)  0.07
C (1.36, -5.50, -3.19)  0.03
C (1.43, -6.08, -1.92)  0.06
N (2.41, -7.09, -1.69)  0.00
C (2.05, -8.23, -0.89)  0.01
C (3.06, -9.33, -1.10)  0.01
N (4.42, -8.78, -0.70)  0.00
C (4.78, -7.54, -1.49)  0.00
C (3.69, -6.52, -1.28)  0.02
C (-1.26, -0.54, -4.00)  -0.03
O (-2.08, -0.34, -4.88)  0.00
O (-0.62, 0.35, -3.33)  0.00
H (-0.73, -4.10, -0.25)  0.03
H (-0.12, -2.09, -5.74)  0.03
H (2.21, -4.18, -5.77)  -0.01
H (-0.23, -6.07, -5.89)  0.00
H (1.38, -6.34, -6.73)  0.00
H (-0.55, -3.94, -7.14)  0.00
H (1.06, -4.15, -7.98)  0.00
H (1.95, -5.93, -3.99)  0.01
H (1.06, -8.58, -1.18)  0.00
H (2.00, -8.00, 0.19)  0.00
H (3.13, -9.61, -2.15)  0.00
H (2.87, -10.21, -0.49)  0.00
H (5.14, -9.50, -0.80)  0.00
H (4.38, -8.53, 0.29)  0.00
H (4.84, -7.84, -2.53)  0.00
H (5.75, -7.19, -1.14)  0.00
H (3.90, -5.63, -1.87)  0.00
H (3.67, -6.19, -0.22)  0.00
F (-2.95, 1.96, 1.86)  0.00
B (-1.96, 1.80, 0.97)  0.00
F (-1.94, 2.58, -0.12)  0.00
S (-2.74, -0.65, 0.15)  0.01
C (-1.53, -1.09, -0.86)  -0.01

Output
2S+1: 2
ΔE to the lowest compared entry with this formula, charge and spin, kJ/mol: 124.4
HOMO-LUMO gap (spin up / spin down), eV: 4.01 / 5.95
E_tot, Eh: -2626.58377
Largest force on an atom, eV Å⁻¹: 0.98



No. 6
Density functional theory data (ωB97M-V/def2-TZVPD) for a structure of composition C6H10.

Last column: Löwdin charge in e.
CARTESIAN COORDINATES (ANGSTROEM)
C (0.07, -2.09, 0.25)  -0.09
C (0.89, -0.87, 0.20)  -0.20
C (0.62, 0.21, -0.53)  -0.29
C (0.74, 1.53, 0.21)  -0.12
C (-0.80, 1.24, 0.36)  -0.16
C (-0.76, 0.54, -1.03)  -0.12
H (0.20, -2.66, 1.18)  0.08
H (-1.01, -2.01, 0.05)  0.07
H (0.62, -2.46, -0.65)  0.10
H (1.79, -0.91, 0.80)  0.11
H (0.93, 2.41, -0.41)  0.10
H (1.37, 1.51, 1.10)  0.10
H (-1.49, 2.06, 0.55)  0.09
H (-0.93, 0.43, 1.09)  0.11
H (-0.76, 1.28, -1.84)  0.11
H (-1.46, -0.27, -1.26)  0.10

Output
2S+1: 1
ΔE to the lowest compared entry with this formula, charge and spin, kJ/mol: 251.6
HOMO-LUMO gap, eV: 9.31
E_tot, Eh: -234.50668
Largest force on an atom, eV Å⁻¹: 2.17